Entry 1:
{"formula": "C3H6ClF", "method": "ωB97M-V/def2-TZVPD", "e_tot_ev": -18443.6322, "spin_multiplicity": 1, "e_homo_ev": -10.57, "fmax_ha_per_bohr": 0.091, "de_lowest_kj_mol": 436.36, "species": ["C", "C", "C", "H", "H", "H", "H", "H", "H", "F", "Cl"], "xyz": [[-2.01, -0.24, -0.37], [-1.14, 0.49, 0.74], [0.19, 0.48, -0.31], [-3.35, -0.66, -0.14], [-1.66, 0.02, -1.53], [-1.60, -1.27, -0.24], [-1.47, 1.64, 1.01], [-0.84, -0.32, 1.75], [-0.24, 0.22, -1.52], [1.13, 1.50, -0.12], [0.99, -1.03, 0.08]], "mulliken_charge": [-0.892, -0.411, 0.240, 0.282, 0.213, 0.324, 0.267, 0.279, 0.136, -0.263, -0.176]}


Entry 2:
{"formula": "C4H12S2", "method": "ωB97M-V/def2-TZVPD", "smiles": "CCS.CCS", "e_tot_ev": -26012.3704, "spin_multiplicity": 1, "e_homo_ev": -8.94, "fmax_ha_per_bohr": 0.037, "de_lowest_kj_mol": 72.11, "species": ["S", "C", "C", "H", "H", "H", "H", "H", "H", "S", "C", "C", "H", "H", "H", "H", "H", "H"], "xyz": [[-0.76, 1.84, 2.16], [1.42, 1.03, 3.29], [0.64, 0.77, 1.97], [-0.98, 1.55, 3.46], [1.53, 2.09, 3.54], [2.42, 0.56, 3.26], [0.82, 0.54, 4.08], [1.14, 0.95, 1.00], [0.21, -0.24, 1.94], [-1.00, -1.89, -4.44], [-0.92, -0.42, -2.03], [-0.07, -1.15, -3.05], [-2.13, -2.36, -3.86], [-1.74, -1.12, -1.78], [-1.35, 0.49, -2.47], [-0.38, -0.15, -1.11], [0.74, -0.47, -3.39], [0.41, -2.03, -2.58]], "mulliken_charge": [-0.237, -1.227, -0.200, 0.103, 0.338, 0.310, 0.348, 0.313, 0.244, -0.247, -0.699, -0.337, 0.104, 0.308, 0.276, 0.012, 0.314, 0.278]}


Entry 3:
{"formula": "C3H3NO", "method": "ωB97M-V/def2-TZVPD", "e_tot_ev": -6691.2434, "spin_multiplicity": 1, "e_homo_ev": [-8.92, -9.43], "fmax_ha_per_bohr": 0.099, "de_lowest_kj_mol": 506.41, "species": ["C", "C", "C", "N", "O", "H", "H", "H"], "xyz": [[0.74, -0.08, 0.03], [2.13, -0.29, 0.18], [-1.79, 0.36, -0.05], [1.44, -0.71, -0.90], [3.13, -0.30, 0.87], [-2.08, -0.63, 0.36], [-1.83, 0.49, -1.07], [-1.75, 1.15, 0.58]], "mulliken_charge": [-0.119, 0.718, -0.820, -0.308, -0.485, 0.301, 0.353, 0.359]}


Entry 4:
{"formula": "C2H5FNO", "method": "ωB97M-V/def2-TZVPD", "smiles": "C=[NH+][C@@H](O)F", "e_tot_ev": -8399.3348, "charge": 1, "spin_multiplicity": 1, "e_homo_ev": -16.98, "fmax_ha_per_bohr": 0.086, "de_lowest_kj_mol": 110.83, "species": ["C", "C", "N", "O", "F", "H", "H", "H", "H", "H"], "xyz": [[-2.70, -0.08, -0.16], [0.21, 0.66, -0.36], [-0.92, 0.17, -0.36], [-2.37, -1.37, -0.31], [-2.80, 0.52, 0.96], [0.95, 0.10, 0.27], [0.53, 1.61, -0.62], [-3.55, 0.30, -0.83], [-2.97, -2.01, -0.85], [-0.92, -0.85, -0.05]], "mulliken_charge": [0.352, -0.100, -0.237, -0.467, -0.130, 0.212, 0.316, 0.347, 0.423, 0.283]}


Entry 5:
{"formula": "C5H8NO2", "method": "ωB97M-V/def2-TZVPD", "e_tot_ev": -10887.6371, "charge": 1, "spin_multiplicity": 1, "e_homo_ev": [-11.69, -11.69], "fmax_ha_per_bohr": 0.131, "de_lowest_kj_mol": 469.95, "species": ["C", "C", "C", "C", "C", "N", "O", "O", "H", "H", "H", "H", "H", "H", "H", "H"], "xyz": [[1.04, 2.18, 2.17], [-0.35, -0.37, -0.23], [-0.72, -1.57, -0.62], [0.11, 2.01, 0.12], [0.22, -2.28, -1.58], [0.17, 0.60, 0.23], [-1.65, -2.20, 0.05], [0.95, 2.61, 0.97], [1.55, 2.85, 2.96], [-0.93, 2.26, 0.43], [0.34, 2.34, -0.90], [1.02, -1.54, -1.75], [-0.26, -2.34, -2.61], [0.29, -3.21, -1.18], [0.59, 1.22, 2.48], [-2.36, -2.55, -0.53]], "mulliken_charge": [0.081, 0.526, -0.025, -0.268, -1.123, -0.277, -0.504, -0.099, 0.286, 0.369, 0.349, 0.294, 0.313, 0.385, 0.317, 0.377]}


Please write out number 4 again, unchanged.
{"formula": "C2H5FNO", "method": "ωB97M-V/def2-TZVPD", "smiles": "C=[NH+][C@@H](O)F", "e_tot_ev": -8399.3348, "charge": 1, "spin_multiplicity": 1, "e_homo_ev": -16.98, "fmax_ha_per_bohr": 0.086, "de_lowest_kj_mol": 110.83, "species": ["C", "C", "N", "O", "F", "H", "H", "H", "H", "H"], "xyz": [[-2.70, -0.08, -0.16], [0.21, 0.66, -0.36], [-0.92, 0.17, -0.36], [-2.37, -1.37, -0.31], [-2.80, 0.52, 0.96], [0.95, 0.10, 0.27], [0.53, 1.61, -0.62], [-3.55, 0.30, -0.83], [-2.97, -2.01, -0.85], [-0.92, -0.85, -0.05]], "mulliken_charge": [0.352, -0.100, -0.237, -0.467, -0.130, 0.212, 0.316, 0.347, 0.423, 0.283]}